Arrangement one

Here is C3H4N2 in the gas phase from OMol25. Energies are from wB97M-V/def2-TZVPD.

```
! RIJCOSX wB97M-V def2-TZVPD def2/J DEFGRID3
* xyz 0 1
C -0.7296 -1.0001 -0.3994
N -1.5273 -0.3814 0.3648
N 0.9969 0.4488 0.2223
C 0.9938 1.3663 1.0379
C 0.5758 -0.4311 -0.6319
H -1.1329 0.3797 0.9228
H 1.4767 1.7829 1.8661
H 1.1662 -0.5225 -1.5054
H -1.2430 -1.7296 -1.0267
*
```

As for the frontier orbital gap (spin up / spin down): 8.2326 / 8.2332 eV. As for the LUMO energy (spin up / spin down): 0.23 / 0.23 eV.

---

Arrangement two

Here is C3H4N2 in the gas phase from OMol25. Energies are from wB97M-V/def2-TZVPD.

```
! RIJCOSX wB97M-V def2-TZVPD def2/J DEFGRID3
* xyz 0 1
H -1.4438 0.5265 0.5690
C 0.2934 0.9546 -0.2973
N -0.8602 -2.4531 -0.5863
H -0.0575 0.8890 -1.3115
H 1.4028 -0.3671 0.5498
C 0.3413 -0.3716 0.4146
C -0.3075 -1.5408 -0.1331
H 1.1291 1.6300 -0.0939
N -0.4975 0.7326 0.8887
*
```

As for the frontier orbital gap: 10.9668 eV. As for the LUMO energy: 0.89 eV. Its structure (SMILES) is N#C[C@H]1CN1.

---

Stability check: which of them is most stable? arrangement two.

---

Arrangement one

Here is a molecular structure, C16H42AgN3O6 from OMol25. Energies are from wB97M-V/def2-TZVPD.

```
! RIJCOSX wB97M-V def2-TZVPD def2/J DEFGRID3
* xyz 1 2
H 3.9017 3.7463 4.3443
Ag 1.7939 -1.4437 0.1544
H -4.4423 0.1095 -3.7330
H -1.3892 4.1953 3.1815
H -0.8982 -0.4383 -5.6403
C -0.8422 3.3416 3.5908
H 0.6554 1.7120 -3.1198
C -0.1058 2.1957 -3.7404
H 4.7085 4.7240 3.1875
O -0.0408 -6.3545 2.0974
C 0.5977 -6.8205 3.2462
H -1.5416 -4.0033 -0.5925
C -0.6640 2.4269 2.3818
H 1.4221 -6.2424 3.6756
H 2.5640 4.3039 0.9427
H 0.4770 0.5402 -5.5464
H -2.4371 -0.3666 -1.0817
C -1.0280 -5.3909 2.3438
H -0.8086 -3.2630 0.6031
H 4.7035 1.6436 3.3117
C -1.9006 0.4016 -0.5352
H -1.7987 -5.7598 3.0318
H -1.4279 2.9204 4.4029
O -3.1120 0.3487 -5.2874
H 1.0496 -7.7919 3.0279
C -2.3747 1.4401 -4.8861
C 3.4657 3.6836 0.9710
H -0.5999 2.8326 -3.0095
H -0.4295 1.4095 2.7191
C 2.3385 3.0368 -1.0360
C 3.7799 4.1748 3.3468
C -1.7869 -5.0428 1.0713
H -0.5915 -4.4565 2.7068
N -0.3195 0.1524 -5.0389
O -0.5568 -1.3033 0.4768
C 3.5387 3.0325 2.3327
H -2.7381 -4.5507 1.3153
H -1.2577 0.5648 -3.2620
N 4.6807 2.1018 2.4037
H -2.9041 -0.7037 -3.5295
H 0.4376 2.7046 -4.5354
H -2.8763 -6.8403 0.9207
H 1.3364 3.1752 -0.6254
H 0.5651 2.2723 0.8838
C -3.6855 -0.4745 -4.2617
H 2.9210 4.8527 3.3575
C -2.2545 -6.2534 0.2418
H -1.6853 1.2886 -1.1452
O 0.4861 0.5093 -0.1278
H -0.1134 -7.0469 4.0487
O 3.2790 2.7202 -0.0629
H 4.3470 4.3104 0.8108
H -1.4121 -6.8775 -0.0595
N -0.9425 -4.1841 0.2122
H 0.1269 3.6772 3.9542
C -1.0247 1.0785 -4.2144
H -1.6075 2.3841 1.8291
H 5.5573 2.6187 2.4445
H -4.1047 -1.3586 -4.7223
H 2.2000 2.2296 -1.7597
H -2.1266 1.9701 -5.8078
C -0.5777 -0.1617 -0.0395
H 2.6387 2.4698 2.5680
H -2.4296 0.9023 0.2757
H 2.5835 3.8789 -1.6932
O 0.4068 2.9168 1.5924
H -2.7726 -5.9735 -0.6740
H -2.9537 2.1045 -4.2381
*
```

As for the frontier orbital gap (spin up / spin down): 7.2576 / 2.4708 eV. As for the expectation value of S²: 0.76. As for the LUMO energy (spin up / spin down): -3.48 / -8.27 eV.

---

Arrangement two

Here is a molecular structure, C16H42AgN3O6 from OMol25. Energies are from wB97M-V/def2-TZVPD.

```
! RIJCOSX wB97M-V def2-TZVPD def2/J DEFGRID3
* xyz 1 2
H 11.1049 1.5261 17.5011
C 11.3118 7.5159 16.7617
H 13.4919 -1.0926 17.2221
Ag 9.3933 5.4793 16.1014
H 10.1053 6.3083 18.9092
H 15.1449 3.6933 16.7221
H 9.2951 8.3478 17.0727
H 12.8630 4.8837 19.0281
H 14.3091 -0.3987 15.1249
H 15.1199 -1.5295 17.8665
C 10.2692 8.6819 18.8160
O 11.1988 6.6612 15.5591
H 13.1151 6.2717 14.8670
O 16.0552 -1.1996 15.2060
N 13.7198 5.0026 19.5495
H 9.5979 5.0780 12.4580
C 10.0551 7.7623 17.5899
C 15.0749 -0.6015 15.8736
H 17.3393 5.1092 16.2852
H 17.4446 6.5529 17.3344
O 11.0299 4.1146 17.0267
H 13.7097 2.5119 20.0130
C 10.0300 0.1469 11.9390
O 10.7595 3.6651 15.0215
C 16.9654 5.5843 17.1922
C 12.2640 6.9211 14.6621
H 14.2858 -2.4552 16.5895
H 10.9980 1.1084 15.7581
H 8.0467 3.0581 13.4024
H 8.7221 6.8910 18.6457
H 12.0428 6.9100 17.2972
H 14.3630 1.9762 18.2932
H 9.6176 4.9553 10.6212
H 10.0187 2.6563 12.6772
C 9.0247 4.9886 11.5352
H 8.2688 5.7734 11.5057
N 7.5214 3.5292 12.6798
H 11.8512 8.4188 16.4756
H 12.5251 1.6709 16.3243
H 12.8522 2.6502 18.5380
H 11.1940 8.4715 19.3532
H 17.2111 4.9420 18.0379
N 9.5008 6.5119 18.1261
C 14.5531 4.1161 18.8234
H 13.8541 4.6937 16.8646
H 7.6954 3.3690 10.7609
C 11.4532 1.7679 16.4970
C 11.0622 3.2419 16.0952
C 9.5820 2.5532 11.6838
O 15.6009 5.7518 17.2156
H 9.4490 8.6149 19.5308
H 16.4293 -0.5223 14.6378
H 15.5749 0.2855 16.2626
O 9.0725 1.2115 11.6540
H 10.3518 0.1605 12.9803
H 10.8764 0.1916 11.2536
C 13.8613 2.6886 18.9481
H 9.6726 -0.8795 11.8563
C 14.4898 -1.4582 16.9799
H 10.2567 9.7212 18.4878
H 15.4688 4.1150 19.4146
H 11.8331 6.5838 13.7194
H 10.3877 2.6276 10.9534
H 14.1364 5.8246 19.1362
C 14.8302 4.5442 17.3262
H 12.4321 7.9923 14.5507
H 6.8307 2.8619 12.3672
C 8.4052 3.5635 11.5649
*
```

As for the frontier orbital gap (spin up / spin down): 8.1948 / 4.7820 eV. As for the expectation value of S²: 0.76. As for the LUMO energy (spin up / spin down): -3.54 / -6.95 eV.

---

Stability check: which of them is most stable? arrangement one.

---

Arrangement one

Here is 2 unconnected molecules or ions with the total composition CH3O3S from OMol25. Energies are from wB97M-V/def2-TZVPD.

```
! RIJCOSX wB97M-V def2-TZVPD def2/J DEFGRID3
* xyz -1 1
H 1.2893 -1.2043 1.3054
H -3.4996 1.5677 -0.4604
O -4.1851 -0.7092 0.4862
H 0.5309 -0.1536 -0.1630
S -2.8940 -0.3608 -0.3821
C 1.3950 -0.6582 0.2749
O -2.5918 1.3012 -0.4624
O 2.4700 -0.8015 -0.3388
*
```

As for the frontier orbital gap: 5.1287 eV. As for the LUMO energy: 3.55 eV.

---

Arrangement two

Here is a gas-phase ion, CH3O3S (charge -1) from OMol25. Energies are from wB97M-V/def2-TZVPD.

```
! RIJCOSX wB97M-V def2-TZVPD def2/J DEFGRID3
* xyz -1 1
O 1.1911 1.2227 -0.0355
H -1.0638 -0.8494 1.1248
O 1.9209 -1.0510 -0.5620
H -0.1221 1.3673 -0.2755
C -0.8831 -0.4053 0.1973
O -1.1364 0.9097 -0.1374
S 1.2364 -0.2072 0.4334
H -1.1430 -0.9868 -0.7452
*
```

As for the frontier orbital gap: 7.2322 eV. As for the LUMO energy: 4.12 eV.

---

Arrangement three

Here is 2 unconnected molecules or ions with the total composition CH3O3S from OMol25. Energies are from wB97M-V/def2-TZVPD.

```
! RIJCOSX wB97M-V def2-TZVPD def2/J DEFGRID3
* xyz -1 1
C -0.6386 0.1991 -1.1902
H 1.0658 1.5586 0.9728
O -0.7417 -1.1862 -0.9633
S 0.0441 0.4687 0.6109
O 0.7926 -0.7560 0.9400
H -0.2237 -1.4936 -0.0938
O -1.0379 0.7896 1.5210
H 0.7395 0.4199 -1.7974
*
```

As for the frontier orbital gap: 6.8471 eV. As for the LUMO energy: 3.67 eV.

---

Arrangement four

Here is 2 unconnected molecules or ions with the total composition CH3O3S from OMol25. Energies are from wB97M-V/def2-TZVPD.

```
! RIJCOSX wB97M-V def2-TZVPD def2/J DEFGRID3
* xyz -1 1
H 1.7214 1.0181 0.5114
C 1.4595 0.5606 -0.3837
H 0.6238 -1.2362 -0.0921
O -1.1993 -1.1801 -0.0450
O 1.4813 -0.7713 0.0930
H 0.2270 0.8597 -0.3471
S -1.7558 0.0893 -0.4000
O -2.5580 0.6598 0.6635
*
```

As for the frontier orbital gap (spin up / spin down): 8.0199 / 5.5562 eV. As for the LUMO energy (spin up / spin down): 4.00 / 3.86 eV.

---

Stability check: which of them is most stable? arrangement two.

---

Arrangement one

Here is C2H8N4 in the gas phase from OMol25. Energies are from wB97M-V/def2-TZVPD.

```
! RIJCOSX wB97M-V def2-TZVPD def2/J DEFGRID3
* xyz 0 1
C -0.8586 0.1977 0.2048
H -2.4542 -0.1771 -1.1270
N 1.2533 -1.1397 0.3609
N 1.3267 1.0815 -0.4662
H 0.3825 0.5789 1.4360
H 1.0675 0.8840 -1.4309
N 0.6525 0.1710 0.3772
H -0.7653 -0.4244 -1.8249
H 0.8761 -1.6308 -0.4516
H -2.1520 0.7341 1.6360
H 2.3249 0.9298 -0.3513
C -1.3878 -0.1699 -0.9784
N -1.1718 0.5937 1.4318
H 0.9061 -1.6287 1.1837
*
```

As for the frontier orbital gap: 8.1725 eV. As for the LUMO energy: 0.92 eV.

---

Arrangement two

Here is 2 unconnected molecules or ions with the total composition C2H8N4 from OMol25. Energies are from wB97M-V/def2-TZVPD.

```
! RIJCOSX wB97M-V def2-TZVPD def2/J DEFGRID3
* xyz 0 1
H -2.0376 0.4892 1.9178
H -1.9506 1.0925 -1.8163
H 1.8036 -2.3629 0.8660
N 1.2308 -1.6020 0.4880
H -0.5440 -0.2944 1.1178
C 1.9288 -0.7156 -0.1400
H 1.8524 1.3258 0.0890
H 3.0407 -0.8501 -0.1158
C -1.9011 0.5570 -0.0910
H -2.9256 0.5476 -0.2767
N -1.1795 0.8853 -1.2071
N -1.4713 0.1541 1.0690
N 1.4474 0.5813 -0.3262
H 0.4031 0.8727 -0.5621
*
```

As for the frontier orbital gap: 9.6054 eV. As for the LUMO energy: 0.94 eV. Its structure (SMILES) is [H]/N=C/N.[H]/N=C/N.

---

Stability check: which of them is most stable? arrangement two.

---

Arrangement one

Here is C4H7N3O in the gas phase from OMol25. Energies are from wB97M-V/def2-TZVPD.

```
! RIJCOSX wB97M-V def2-TZVPD def2/J DEFGRID3
* xyz 0 1
H -0.2238 -3.7981 0.8630
H 0.7210 2.6296 -0.7898
N -0.7649 1.6273 -1.8796
H 0.3470 0.9953 2.1175
H -0.8056 -0.8450 -1.1798
H 1.3842 -0.3348 1.4191
C 0.9672 0.8171 1.1141
O -1.7926 -2.6094 -0.2246
N -0.3771 -1.2763 0.9955
N 0.2391 0.6128 -0.0611
H -0.6965 2.3354 -2.5282
C -0.7033 -2.7262 0.5030
C 0.1680 1.6431 -0.9574
H 1.9693 1.5085 0.7444
C -0.4320 -0.5794 -0.1361
*
```

As for the frontier orbital gap: 9.4315 eV. As for the LUMO energy: 0.25 eV. Its structure (SMILES) is [H]/N=C/N(C)/C=N/C=O.

---

Arrangement two

Here is C4H7N3O in the gas phase from OMol25. Energies are from wB97M-V/def2-TZVPD.

```
! RIJCOSX wB97M-V def2-TZVPD def2/J DEFGRID3
* xyz 0 1
H -2.6121 0.2481 -0.5631
N -1.6880 0.0369 -0.2050
H 2.7180 0.5382 -0.2224
H 1.5276 1.2415 1.7459
H 1.7206 0.6866 -1.6972
O -0.9067 1.7092 -1.4893
C 1.7676 0.2734 -0.6883
N -0.3805 -1.6626 0.6409
C -1.5155 -1.1354 0.4786
H -0.3760 -2.5152 1.1762
N 0.6209 1.2586 1.2846
H 1.6852 -0.8098 -0.7552
C -0.6948 0.8936 -0.6248
H -2.4827 -1.5590 0.8050
C 0.6164 0.7959 0.1142
*
```

As for the frontier orbital gap: 10.4370 eV. As for the LUMO energy: 0.77 eV. Its structure (SMILES) is [H]/N=C/NC(=O)/C(C)=N/[H].

---

Stability check: which of them is most stable? arrangement two.

---

Arrangement one

Here is C4H7N3O in the gas phase from OMol25. Energies are from wB97M-V/def2-TZVPD.

```
! RIJCOSX wB97M-V def2-TZVPD def2/J DEFGRID3
* xyz 0 1
C 2.9171 0.0981 0.1374
C 1.2817 0.0899 -0.1165
N 0.4824 1.1318 -0.1984
H -1.7075 1.8431 1.0126
O -1.8288 -1.6214 0.0075
H -2.6426 -0.9463 -0.3974
N -1.8734 1.6044 0.0976
C -0.7290 -0.8667 0.1264
H -1.8702 2.4159 -0.5134
N 0.5770 -1.0986 0.0270
C -0.8038 0.6000 -0.0775
H 3.0910 -0.4619 0.9017
H 3.1419 1.2639 0.2399
H 1.0811 -1.9293 -0.3260
H 3.2389 -0.2057 -0.8795
*
```

As for the frontier orbital gap: 8.0640 eV. As for the LUMO energy: 0.62 eV. Its structure (SMILES) is Cc1nc(N)c(O)[nH]1.

---

Arrangement two

Here is C4H7N3O in the gas phase from OMol25. Energies are from wB97M-V/def2-TZVPD.

```
! RIJCOSX wB97M-V def2-TZVPD def2/J DEFGRID3
* xyz 0 1
N -0.0677 -1.3114 -0.3265
C -0.8236 -0.1089 -0.2470
N 2.4488 1.2527 -0.1039
N 1.3652 -0.6925 -0.5382
H -0.5262 2.0631 -0.1627
C -2.2922 0.0504 0.2234
C 1.2872 0.7237 -0.2457
H 2.0241 -0.9337 1.2591
C -0.1825 0.9853 -0.1355
H -3.1342 -0.8265 -0.2747
H -0.5144 -1.6801 -1.3133
H -2.3772 1.1395 -0.0063
O 2.2458 -1.1561 0.4024
H -2.4805 0.0667 1.4246
H 3.0273 0.4276 0.0445
*
```

As for the frontier orbital gap: 9.5654 eV. As for the LUMO energy: 0.46 eV. Its structure (SMILES) is [H]/N=c1/cc(C)[nH]n1O.

---

Stability check: which of them is most stable? arrangement one.